# C51H121N5O12

12 unconnected molecules or ions with the total composition C51H121N5O12 in a non-equilibrium geometry (ωB97M-V/def2-TZVPD, the Open Molecules 2025 dataset).

Geometry as XYZ:
```
189
Properties=species:S:1:pos:R:3:forces:R:3:lowdin_charge:R:1
C 6.4576 0.7572 -1.9844 0.561 -0.265 -0.376 -0.16
O 7.0678 1.7514 -2.7940 -0.245 0.539 -0.126 -0.13
H 7.2121 -0.0009 -1.7740 -0.370 -0.349 0.190 0.08
H 6.0400 1.1226 -1.0462 0.101 0.274 0.027 0.06
H 5.6450 0.3379 -2.5776 0.006 -0.192 0.130 0.07
H 8.0154 1.7828 -2.6437 -0.103 -0.053 0.180 0.07
C 1.0532 3.5065 -5.0262 -0.843 1.332 0.349 -0.19
O 1.9266 2.9811 -5.9635 0.702 -1.049 -0.515 -0.11
H 1.6055 4.0400 -4.2526 -0.122 -0.037 0.309 0.08
H 0.4463 4.2530 -5.5384 -0.102 -0.047 0.039 0.09
H 0.3782 2.7702 -4.5899 -0.036 -0.179 0.164 0.06
H 2.5221 2.4334 -5.4468 0.419 -0.056 -0.315 0.07
C 5.4078 0.6091 3.1123 1.536 -0.274 0.057 -0.14
O 6.4528 0.7255 4.1346 -1.580 0.152 -0.604 -0.12
H 4.4541 1.1174 3.2540 0.176 0.381 0.602 0.06
H 5.9037 1.0296 2.2375 -0.316 -0.126 -0.172 0.07
H 5.1872 -0.4440 2.9378 0.042 -0.105 -0.129 0.07
H 6.0440 0.4765 4.9667 0.102 -0.035 0.221 0.06
C 2.8750 7.1431 -1.5490 -0.201 -1.617 -0.241 -0.17
O 3.0279 7.7887 -2.7906 -0.226 1.386 0.026 -0.11
H 3.3243 7.5299 -0.6344 0.582 0.448 -0.439 0.08
H 1.8290 7.0167 -1.2696 -0.276 0.218 -0.442 0.06
H 3.2567 6.1576 -1.8161 0.094 -0.519 1.117 0.07
H 3.8120 8.3423 -2.7724 -0.008 0.044 -0.009 0.08
C -3.6004 1.4703 1.9324 -0.284 0.270 -0.658 -0.11
O -3.8664 2.2478 0.7437 0.468 0.090 0.186 -0.14
H -4.4139 0.7677 2.1134 0.144 -0.096 0.081 0.08
H -2.6631 0.9443 1.7510 -0.086 -0.147 0.049 0.05
H -3.4678 2.1079 2.8063 -0.120 0.150 -0.061 0.08
H -4.7840 2.2088 0.4642 -0.073 -0.172 0.360 0.08
C 1.6443 -4.6126 1.4411 -0.831 -1.037 0.266 -0.16
O 2.9656 -4.4205 1.0318 0.800 1.017 -0.224 -0.11
H 1.5780 -5.0041 2.4562 0.068 -0.234 0.038 0.09
H 1.0026 -3.7319 1.4650 0.576 0.378 -0.418 0.05
H 1.2105 -5.3272 0.7416 -0.493 -0.163 0.163 0.07
H 3.5547 -5.0073 1.5118 -0.092 0.018 0.063 0.09
O 4.9228 -2.0465 -0.0551 0.439 -0.055 -0.163 -0.05
H 4.4717 -1.2148 0.0901 -0.152 0.336 -0.104 -0.01
H 4.2674 -2.7137 0.1486 -0.258 -0.378 0.171 -0.01
C -2.2278 4.9505 -1.1504 0.071 0.038 0.019 -0.01
C -2.1637 6.0712 -0.0861 0.435 0.895 0.021 -0.48
C -1.6987 7.4224 -0.7131 -0.903 -0.191 -0.504 -0.13
C -2.8314 8.0892 -1.4593 0.701 -0.169 -0.340 -0.21
C -4.0216 8.2115 -0.6049 -0.977 1.239 -0.728 -0.18
C -4.5287 6.9617 0.0849 -0.058 -0.232 -0.516 -0.49
N -3.3842 6.2960 0.7204 0.604 1.153 -0.068 -0.09
O -3.6929 5.1900 1.5724 0.019 0.842 -0.769 0.00
C -5.4691 7.5224 1.1504 -0.953 -0.948 0.110 -0.04
C -5.2993 6.0049 -0.9130 0.210 0.126 0.908 -0.01
C -1.0676 5.7569 0.9083 1.086 -0.624 0.910 -0.05
H -1.2182 4.5476 -1.2315 -0.114 -0.425 0.124 0.06
H -2.4818 5.2180 -2.1761 -0.242 0.606 0.125 0.08
H -2.9561 4.1904 -0.8679 0.309 -0.354 0.102 0.06
H -1.3274 8.0298 0.1123 -0.054 0.261 -0.113 0.13
H -0.9259 7.3242 -1.4755 0.535 -0.644 0.441 0.12
H -3.1378 7.5191 -2.3364 0.347 -0.409 -0.166 0.11
H -2.5371 9.0548 -1.8704 0.090 0.147 0.159 0.12
H -4.7848 8.5508 -1.3052 -0.660 -0.095 0.205 0.13
H -3.9364 9.0684 0.0634 0.267 -0.275 0.531 0.13
H -4.9781 8.0209 1.9861 0.328 -0.494 -0.017 0.09
H -6.1595 8.2743 0.7683 0.066 -0.056 -0.530 0.08
H -6.1013 6.6899 1.4593 -0.021 0.108 0.693 0.08
H -6.3192 6.3564 -1.0691 0.001 -0.022 -0.025 0.08
H -4.8494 5.7858 -1.8814 0.310 0.606 -0.023 0.07
H -5.3305 5.0254 -0.4358 -0.368 -0.075 0.225 0.06
H -1.0776 6.3255 1.8382 -0.859 0.088 0.018 0.10
H -0.0763 6.0456 0.5589 0.095 -0.336 -0.741 0.07
H -1.0357 4.7031 1.1852 -0.021 0.004 0.014 0.06
H -3.5479 4.4202 1.0174 -0.260 -0.785 -0.064 0.03
C 1.1564 2.6446 -1.3000 -0.661 -0.695 -1.189 -0.04
C 2.0581 2.2516 -0.1077 -0.049 1.062 -0.512 -0.45
C 1.5518 3.0400 1.1217 2.377 -0.543 -0.270 -0.18
C 0.3804 2.5102 1.8407 -0.194 -1.061 -1.056 -0.17
C 0.6080 0.9700 2.1596 -0.068 1.706 -0.137 -0.07
C 1.1465 0.0874 0.9806 -0.224 -0.314 0.268 -0.46
N 2.1512 0.8001 0.1716 -0.253 2.227 1.746 -0.11
O 2.7920 0.0613 -0.8055 -0.216 -0.089 -0.208 -0.01
C 1.9335 -1.0651 1.6060 0.402 0.008 0.059 -0.02
C -0.0370 -0.4457 0.1431 0.146 0.001 -0.969 -0.02
C 3.4698 2.7982 -0.4956 -0.340 -0.687 0.465 -0.02
H 0.1574 2.2192 -1.3955 -0.171 -0.485 0.731 0.07
H 1.6158 2.3255 -2.2355 0.319 -0.025 -0.188 0.05
H 0.9203 3.6965 -1.4603 0.668 0.318 0.501 0.08
H 2.3178 3.0149 1.8967 0.740 0.126 -0.209 0.12
H 1.4640 4.0825 0.8158 -0.234 -0.001 0.019 0.11
H -0.4476 2.6622 1.1484 -0.700 -0.274 0.447 0.09
H 0.3503 3.2286 2.6599 -0.940 -0.765 0.627 0.12
H -0.3499 0.6048 2.5299 0.055 -0.476 -0.155 0.10
H 1.3046 0.8793 2.9931 0.124 0.157 0.000 0.10
H 1.2548 -1.7442 2.1220 0.296 -0.065 0.147 0.08
H 2.5979 -1.5814 0.9131 -0.899 -0.396 -0.468 0.05
H 2.7170 -0.6690 2.2520 -0.458 0.231 0.644 0.08
H -0.5887 0.3636 -0.3352 -0.004 0.162 0.045 0.07
H 0.3526 -1.0761 -0.6562 0.260 0.009 -0.357 0.06
H -0.7901 -1.1075 0.5707 0.212 0.169 0.885 0.07
H 4.2046 2.4695 0.2394 0.042 -0.146 -0.006 0.08
H 3.5232 3.8868 -0.5083 -0.370 0.016 -0.104 0.08
H 3.7428 2.4126 -1.4779 0.185 0.080 0.063 0.07
H 2.1614 0.0195 -1.5281 -0.142 -0.241 -0.619 0.08
C -4.4680 -5.8663 -3.5379 0.120 -0.097 -0.339 -0.03
C -4.0773 -6.3856 -2.1310 -1.793 -0.315 0.229 -0.48
C -2.7087 -7.0427 -2.0654 1.794 0.552 -1.274 -0.13
C -1.5585 -6.0623 -1.8647 0.563 1.160 0.919 -0.18
C -1.9028 -5.0707 -0.7452 -0.467 -0.942 1.106 -0.14
C -3.2390 -4.3300 -0.8899 0.705 1.723 -0.467 -0.48
N -4.2506 -5.3318 -1.1131 -0.433 -0.709 1.700 -0.09
O -5.6121 -4.8224 -1.0103 1.366 -0.168 -1.126 -0.01
C -3.5104 -3.4933 0.4265 -0.133 -0.353 -0.315 -0.01
C -3.0760 -3.3308 -2.1008 -0.607 -0.324 0.201 -0.02
C -5.0732 -7.5309 -1.8270 -0.033 -0.580 -0.442 -0.05
H -4.8402 -6.6971 -4.1373 -0.070 -0.010 -0.019 0.08
H -5.2569 -5.1171 -3.4711 -0.122 -0.159 0.181 0.08
H -3.6836 -5.4085 -4.1406 0.417 0.023 0.278 0.06
H -2.5695 -7.9315 -1.4499 -0.616 0.346 0.572 0.13
H -2.4545 -7.4057 -3.0613 -0.662 -0.448 -0.282 0.12
H -0.6297 -6.5405 -1.5536 -0.078 -0.470 0.023 0.11
H -1.2619 -5.5760 -2.7940 -0.359 0.274 -0.228 0.08
H -1.1184 -4.4355 -0.3336 0.267 0.482 -0.843 0.11
H -2.0387 -5.7206 0.1192 -0.268 -0.272 0.280 0.12
H -3.2964 -4.0227 1.3549 0.068 -0.538 -0.173 0.08
H -4.5399 -3.1502 0.5287 -0.056 -0.085 -0.387 0.07
H -2.9048 -2.5898 0.4977 0.226 -0.022 -0.444 0.06
H -2.5692 -3.7895 -2.9498 0.265 -0.169 0.150 0.04
H -2.5371 -2.4307 -1.8050 -0.003 0.054 0.011 0.07
H -4.0524 -3.0687 -2.5082 -0.138 0.306 0.274 0.08
H -4.8509 -8.3735 -2.4818 0.082 0.153 -0.588 0.08
H -4.9533 -8.0455 -0.8736 -0.082 0.799 0.509 0.09
H -6.1090 -7.2647 -2.0377 0.041 0.130 0.339 0.09
H -5.8718 -5.0216 -0.1078 0.112 -0.258 0.131 0.10
C -1.0852 -2.9019 -5.6019 -1.954 -0.357 -1.879 0.00
C 0.1840 -2.1744 -5.2098 -0.695 0.763 3.014 -0.47
C 0.6337 -2.7614 -3.8499 1.807 -2.792 0.607 -0.11
C 1.2667 -4.2008 -4.0204 -0.844 1.782 -0.360 -0.14
C 2.4045 -4.0960 -5.0783 -1.843 -1.995 1.804 -0.11
C 1.9940 -3.5355 -6.4306 2.640 1.123 -0.063 -0.43
N 1.2078 -2.2528 -6.2286 -0.888 -1.713 -1.486 0.12
O 0.9319 -1.5536 -7.3943 -0.136 -0.841 1.822 0.13
C 3.3273 -3.1262 -7.0835 0.152 0.768 -1.776 -0.03
C 1.3367 -4.5551 -7.3592 -1.310 -0.756 -0.290 0.00
C -0.1095 -0.7292 -4.8245 -0.421 1.299 -1.961 -0.01
H -1.4644 -2.6405 -6.5898 0.626 0.247 -0.518 0.10
H -1.9843 -2.5923 -5.0690 0.546 0.254 0.963 0.10
H -1.1346 -3.9905 -5.6253 0.760 0.001 0.407 0.09
H 1.3988 -2.2130 -3.3004 0.105 0.684 -0.534 0.12
H -0.1593 -2.8610 -3.1087 -0.602 0.372 -0.580 0.11
H 0.4638 -4.8876 -4.2883 0.087 -0.108 -0.568 0.09
H 1.6066 -4.6267 -3.0764 0.384 0.416 0.032 0.12
H 2.5486 -5.1713 -5.1836 0.948 0.061 -0.740 0.13
H 3.2871 -3.6671 -4.6039 -0.062 0.298 -0.437 0.14
H 3.1835 -2.6585 -8.0575 -0.527 -0.432 -0.492 0.09
H 3.9524 -2.3327 -6.6740 -0.067 -0.466 1.213 0.10
H 3.8888 -4.0341 -7.3035 0.164 0.173 0.388 0.11
H 0.9131 -4.2060 -8.3008 -0.467 0.824 0.442 0.10
H 1.9604 -5.3284 -7.8077 1.106 0.276 0.775 0.11
H 0.6138 -5.1512 -6.8023 -0.388 0.276 -0.095 0.09
H 0.8024 -0.1751 -4.6018 -0.028 -0.252 0.836 0.09
H -0.9334 -0.6585 -4.1144 0.592 -0.194 0.446 0.11
H -0.4793 -0.1440 -5.6665 -0.259 -0.182 -0.395 0.09
H 1.6555 -0.9264 -7.4625 0.567 0.538 -0.464 0.15
C 0.3846 -2.8383 8.8845 0.269 0.177 0.608 -0.03
C 1.2561 -2.3848 7.6864 -1.899 -0.709 -0.644 -0.53
C 0.3645 -2.5441 6.4134 0.237 1.121 -0.661 -0.13
C -0.6590 -1.3946 6.1415 0.629 -1.897 1.527 -0.17
C 0.0155 -0.0490 6.2412 -0.283 -0.420 -0.054 -0.15
C 0.8765 0.1630 7.5055 0.658 1.330 -0.855 -0.45
N 1.7457 -1.0271 7.7386 0.270 1.135 -1.992 -0.11
O 2.7972 -0.7880 8.6450 -0.965 -0.248 0.013 0.00
C 1.7922 1.4633 7.1458 -0.021 -1.983 0.971 -0.01
C 0.0245 0.5359 8.7182 -0.022 0.417 0.196 -0.04
C 2.3936 -3.3823 7.4942 -0.298 0.683 0.877 -0.03
H 0.0204 -3.8581 8.7597 0.132 -0.050 -0.143 0.08
H -0.4908 -2.2291 9.1090 0.030 0.201 -0.364 0.06
H 0.9712 -2.8309 9.8031 0.173 -0.064 0.141 0.08
H 0.9994 -2.5474 5.5274 0.484 0.000 -0.018 0.10
H -0.0769 -3.5406 6.4218 -0.323 0.098 0.210 0.11
H -1.3899 -1.5044 6.9426 -0.517 0.242 -0.149 0.10
H -1.1284 -1.6075 5.1810 -0.154 0.346 0.011 0.10
H -0.7880 0.6875 6.2293 0.223 0.422 -0.012 0.12
H 0.6174 0.0777 5.3414 0.227 0.190 0.057 0.10
H 2.5137 1.5126 7.9613 0.156 0.314 -0.145 0.07
H 2.3326 1.2740 6.2183 0.006 -0.017 0.022 0.07
H 1.2699 2.4179 7.0829 -0.398 -0.327 0.015 0.08
H 0.6281 0.5631 9.6253 0.030 -0.457 0.198 0.08
H -0.3101 1.5723 8.6729 -0.199 0.021 -0.399 0.08
H -0.8595 -0.0886 8.8471 0.151 -0.104 0.122 0.07
H 2.8310 -3.1665 6.5194 0.426 -0.327 0.257 0.09
H 1.9892 -4.3902 7.5877 0.086 -0.040 -0.367 0.09
H 3.0577 -3.2310 8.3452 0.522 -0.147 -0.381 0.08
H 2.3062 -0.7195 9.4670 0.385 0.108 0.871 0.08
```
Positions in Å, forces in eV/Å.

## Properties
- Charge: +1
- Highest occupied orbital energy (alpha / beta): -9.41 / -9.41 eV
- 2S+1: 2
- Frontier orbital gap (alpha / beta): 6.77 / 2.51 eV
- Molar mass: 996.6 u
- LUMO level (alpha / beta): -2.645 / -6.905 eV